# C15H15BI2O8

3 unconnected molecules or ions with the total composition C15H15BI2O8 (wB97M-V/def2-TZVPD, the OMol25 dataset).

Output
Total energy, a.u.: -1802.6927
Orbital gap, hartree: 0.2807
Highest occupied orbital energy, eV: -9.3
Structure (SMILES): O=C1C=C(O)C(=O)C=C1O.O=C1C=C(O)C(=O)C=C1O.B[C@@H](I)[C@H](C)I

```
! RIJCOSX wB97M-V def2-TZVPD def2/J DEFGRID3
* xyz 0 1
C -0.1730 -3.0458 -4.0179
I -2.7125 -3.8219 2.5679
O 3.4045 5.9872 1.2027
C 2.2086 3.9209 1.1302
H 0.1865 -4.2291 -5.3983
C 4.2365 4.2437 2.5311
H 0.4394 -1.0001 0.7598
C 3.3496 4.7414 1.6609
O 1.4363 4.4541 0.3560
I -1.7588 1.0206 1.7396
H -2.4300 -2.2286 0.4615
H 0.2520 -2.6274 2.0199
H -4.1483 -0.4610 2.1763
C 4.1065 2.8664 2.9848
O 2.9347 0.7869 2.8787
C -4.0946 -1.3256 1.5293
O -0.6650 -0.8739 -1.2646
C -0.7997 -1.4268 -2.3424
C 2.9797 2.0400 2.4357
C -1.2788 -2.5620 -4.9141
C 2.0922 2.5386 1.5678
H -4.7974 -2.0546 1.9139
H -1.5584 -1.2713 3.1720
C -1.9188 -0.9571 -3.2258
H -2.2820 0.2282 -1.8389
C -1.5618 -1.0969 2.1022
C 0.0489 -2.5087 -2.8110
B -0.1560 -1.6036 1.5683
H -4.4373 -1.0937 0.5257
H 1.2771 1.9503 1.1705
O -1.4016 -3.0928 -6.0008
O -2.6611 0.0201 -2.7174
H 5.0590 4.8265 2.9204
O 4.8612 2.3433 3.7828
H -2.9410 -1.1605 -5.0781
C -2.6881 -1.9283 1.4675
H 0.8421 -2.8478 -2.1597
C -2.1400 -1.4917 -4.4329
H 2.6444 6.0841 0.5946
O 0.5572 -4.0352 -4.5137
H 3.6877 0.6923 3.4954
*
```

Charge distribution, natural (NBO) scheme, values in e: number 1, C, carries 0.331; number 2, I, carries 0.058; number 3, O, carries -0.627; number 4, C, carries 0.474; number 5, H, carries 0.509; number 6, C, carries -0.388; number 7, H, carries -0.067; number 8, C, carries 0.322; number 9, O, carries -0.537; number 10, I, carries 0.077; number 11, H, carries 0.212; number 12, H, carries -0.078; number 13, H, carries 0.229; number 14, C, carries 0.475; number 15, O, carries -0.629; number 16, C, carries -0.655; number 17, O, carries -0.555; number 18, C, carries 0.480; number 19, C, carries 0.320; number 20, C, carries 0.473; number 21, C, carries -0.387; number 22, H, carries 0.230; number 23, H, carries 0.254; number 24, C, carries 0.321; number 25, H, carries 0.512; number 26, C, carries -0.725; number 27, C, carries -0.395; number 28, B, carries 0.512; number 29, H, carries 0.224; number 30, H, carries 0.252; number 31, O, carries -0.531; number 32, O, carries -0.626; number 33, H, carries 0.245; number 34, O, carries -0.537; number 35, H, carries 0.247; number 36, C, carries -0.272; number 37, H, carries 0.247; number 38, C, carries -0.385; number 39, H, carries 0.507; number 40, O, carries -0.622; number 41, H, carries 0.507

---

# C15H15BN8O2Sm

A molecular structure, C15H15BN8O2Sm (wB97M-V/def2-TZVPD, the OMol25 dataset).

Output
Relative energy (zero: lowest compared OMol25 entry of this formula, charge and spin), kcal per mole: 80.70
Total energy, a.u.: -1851.6062
Orbital gap (spin up / spin down), hartree: 0.2873 / 0.2958
Highest occupied orbital energy (spin up / spin down), eV: -11.2 / -11.2

```
! RIJCOSX wB97M-V def2-TZVPD def2/J DEFGRID3
* xyz 1 6
H 2.5563 -5.2106 -1.4792
C -6.1979 1.0260 2.4369
C 2.9805 1.2853 1.7051
H 5.0808 1.8599 2.1607
C 2.3842 -4.2081 -1.2733
H 5.5902 0.4706 -0.1773
C 1.3789 -3.6357 -0.4309
C -3.9533 0.8801 1.6785
H 0.5450 -4.1317 0.0561
Sm 0.1269 -0.3235 -0.1603
H -4.1552 2.6627 4.5257
N 0.9074 0.4209 -2.1664
C -5.3272 0.6053 1.4526
H 3.4893 0.3461 -4.1258
C 2.5154 0.5366 -3.7230
H 2.2835 1.7204 2.4597
H -5.7239 0.1459 0.5476
N -3.2685 -0.5014 -0.0754
C -4.4933 2.0868 3.6716
N 3.4744 0.2539 -0.1923
H 4.1145 -3.0791 -2.3197
H 1.2651 1.4475 -5.3355
O -2.0898 -0.8135 -0.6651
C 0.3288 0.9263 -3.3432
B 2.8809 -0.5550 -1.3827
H -6.5569 2.1390 4.2342
C 4.6601 0.7493 0.2679
N 1.5291 -2.2179 -0.5049
C 3.2026 -3.1319 -1.7480
H -0.7278 1.0094 -3.3424
O -1.6224 0.4741 1.2530
N 2.4036 0.5540 0.6666
H -7.2397 0.7190 2.3455
N 2.6803 -2.0128 -1.2030
C -5.8218 1.7985 3.5258
N 2.2195 0.1691 -2.4672
C 4.3766 1.3681 1.4922
H -2.4931 1.7674 2.9094
H 1.8465 -0.4764 -0.7353
C -3.5359 1.6202 2.7796
N -2.9385 0.2416 1.0140
C 1.3248 1.0134 -4.3321
*
```

Charge distribution, natural (NBO) scheme, values in e: number 1, H, carries 0.241; number 2, C, carries -0.185; number 3, C, carries -0.007; number 4, H, carries 0.249; number 5, C, carries -0.302; number 6, H, carries 0.236; number 7, C, carries -0.003; number 8, C, carries 0.074; number 9, H, carries 0.239; number 10, Sm, carries 2.071; number 11, H, carries 0.223; number 12, N, carries -0.457; number 13, C, carries -0.204; number 14, H, carries 0.235; number 15, C, carries 0.041; number 16, H, carries 0.235; number 17, H, carries 0.247; number 18, N, carries 0.202; number 19, C, carries -0.188; number 20, N, carries -0.323; number 21, H, carries 0.238; number 22, H, carries 0.258; number 23, O, carries -0.645; number 24, C, carries 0.013; number 25, B, carries 0.689; number 26, H, carries 0.231; number 27, C, carries 0.015; number 28, N, carries -0.444; number 29, C, carries 0.023; number 30, H, carries 0.236; number 31, O, carries -0.652; number 32, N, carries -0.427; number 33, H, carries 0.226; number 34, N, carries -0.317; number 35, C, carries -0.193; number 36, N, carries -0.325; number 37, C, carries -0.327; number 38, H, carries 0.241; number 39, H, carries -0.123; number 40, C, carries -0.202; number 41, N, carries 0.177; number 42, C, carries -0.315

---

# C15H15BrN2O2Pd

A molecular structure, C15H15BrN2O2Pd (wB97M-V/def2-TZVPD, the OMol25 dataset).

Output
Total energy, a.u.: -3542.3858
Orbital gap, hartree: 0.2729
Highest occupied orbital energy, eV: -7.7

```
! RIJCOSX wB97M-V def2-TZVPD def2/J DEFGRID3
* xyz 0 1
C -1.9651 -2.0479 -0.3602
C 1.0533 -0.3426 -3.1089
H 1.4220 0.1446 4.1282
H 0.9000 2.7030 2.5885
H -2.1251 -3.0690 -0.0381
C 0.0227 1.7174 -2.2517
N 0.5810 0.6592 2.2489
C -1.0368 -0.2668 -1.6028
C 1.9641 -0.8160 -0.7936
N -2.3446 0.4060 -1.6372
O 0.1889 2.7403 -2.8282
H -0.1850 -0.5415 3.7948
C 1.0359 -0.3519 0.0454
C -0.2589 0.3084 -2.7763
H -0.6771 -2.4562 -2.0290
Br -4.6670 1.0543 -0.2849
H -0.0181 1.1797 4.1911
H -3.4249 -1.2250 1.0625
H 1.2891 -0.3924 -4.1647
C 1.9694 -0.8111 -2.2549
C -3.0114 0.1038 -0.5926
C 1.1891 -0.4914 1.5368
C -2.6894 -0.9689 0.3103
H 0.6534 -1.3806 1.8786
H 2.8677 -1.2301 -2.6939
C 0.4431 0.3401 3.6727
H 2.3887 1.7288 2.5299
C -1.1888 -1.7338 -1.4087
H 2.2451 -0.6046 1.8161
Pd -1.3724 0.5422 1.1816
H 2.8503 -1.2571 -0.3458
C 1.3944 1.8726 2.0876
H 1.5004 2.1141 1.0335
C -0.2254 0.3454 -0.4085
H -0.8942 0.3827 -3.6549
O 0.1256 1.6442 -0.8720
*
```

Charge distribution, natural (NBO) scheme, values in e: number 1, C, carries -0.195; number 2, C, carries -0.124; number 3, H, carries 0.188; number 4, H, carries 0.211; number 5, H, carries 0.221; number 6, C, carries 0.833; number 7, N, carries -0.454; number 8, C, carries 0.007; number 9, C, carries -0.196; number 10, N, carries -0.552; number 11, O, carries -0.532; number 12, H, carries 0.211; number 13, C, carries -0.063; number 14, C, carries -0.382; number 15, H, carries 0.226; number 16, Br, carries 0.021; number 17, H, carries 0.212; number 18, H, carries 0.243; number 19, H, carries 0.219; number 20, C, carries -0.237; number 21, C, carries 0.204; number 22, C, carries -0.259; number 23, C, carries -0.567; number 24, H, carries 0.223; number 25, H, carries 0.216; number 26, C, carries -0.415; number 27, H, carries 0.178; number 28, C, carries -0.246; number 29, H, carries 0.197; number 30, Pd, carries 0.590; number 31, H, carries 0.209; number 32, C, carries -0.424; number 33, H, carries 0.239; number 34, C, carries 0.293; number 35, H, carries 0.268; number 36, O, carries -0.562

---

# C15H15ClN2O4PtTe4

A molecular structure, C15H15ClN2O4PtTe4 (wB97M-V/def2-TZVPD, the OMol25 dataset).

Output
Relative energy (zero: lowest compared OMol25 entry of this formula, charge and spin), kcal per mole: 38.77
Total energy, a.u.: -2642.7946
Orbital gap, hartree: 0.1765
Highest occupied orbital energy, eV: -0.9

```
! RIJCOSX wB97M-V def2-TZVPD def2/J DEFGRID3
* xyz -2 1
C 1.2217 -3.9888 0.2418
H 2.2211 -2.8194 2.5806
C -0.7731 1.9667 2.2621
C 0.6100 1.3289 -2.0203
C -0.0181 2.6237 1.3173
C -0.8354 2.3306 3.7160
H -1.2604 -3.8380 1.5575
H 1.2473 0.8044 -4.0017
Te 0.9764 -1.5720 -5.7553
H 0.9445 0.3505 -1.5626
H -0.1859 4.4537 -0.9645
Cl 1.0718 3.9233 1.4798
Te -0.2509 -2.3495 -3.2480
H 0.9333 -3.9735 2.9512
H 2.2985 -4.0754 0.4120
H 0.7622 -4.9508 0.4947
H 0.4536 4.9501 -3.3027
O -1.3538 1.4442 4.5150
H 1.0548 -3.8068 -0.8196
Pt -0.7109 -0.5668 -1.4879
H 0.9353 -1.9130 0.6935
C -1.4023 0.9225 1.5329
O -0.3826 3.3976 4.0898
H 1.1578 3.1068 -4.8294
C -2.4795 -0.0352 2.0322
Te -1.9264 -2.7166 -0.7678
C 0.6257 -2.8820 1.1024
Te 1.3219 0.8818 -6.8030
H -1.2818 -2.0905 1.7284
C 0.9476 1.6044 -3.3361
H -1.7560 0.5868 3.9735
C 0.1573 3.6660 -1.6198
N -1.0090 0.9311 0.2641
C -0.8972 -2.9029 1.1175
C 0.8971 2.9133 -3.7973
C 0.2358 2.3626 -1.1715
O -3.2817 -0.4614 1.2200
N -0.1647 1.9885 0.1389
H 0.6591 -2.2427 3.1855
C 0.5064 3.9304 -2.9405
O -2.4098 -0.3026 3.2815
C 1.1404 -2.9802 2.5399
*
```

Charge distribution, natural (NBO) scheme, values in e: number 1, C, carries -0.614; number 2, H, carries 0.194; number 3, C, carries -0.281; number 4, C, carries -0.360; number 5, C, carries 0.174; number 6, C, carries 0.784; number 7, H, carries 0.200; number 8, H, carries 0.267; number 9, Te, carries -0.287; number 10, H, carries 0.246; number 11, H, carries 0.221; number 12, Cl, carries 0.069; number 13, Te, carries -0.241; number 14, H, carries 0.187; number 15, H, carries 0.190; number 16, H, carries 0.186; number 17, H, carries 0.202; number 18, O, carries -0.698; number 19, H, carries 0.243; number 20, Pt, carries 0.212; number 21, H, carries 0.207; number 22, C, carries 0.090; number 23, O, carries -0.651; number 24, H, carries 0.249; number 25, C, carries 0.747; number 26, Te, carries 0.208; number 27, C, carries -0.252; number 28, Te, carries -0.722; number 29, H, carries 0.223; number 30, C, carries -0.138; number 31, H, carries 0.489; number 32, C, carries -0.265; number 33, N, carries -0.285; number 34, C, carries -0.639; number 35, C, carries -0.215; number 36, C, carries 0.226; number 37, O, carries -0.638; number 38, N, carries -0.218; number 39, H, carries 0.214; number 40, C, carries -0.180; number 41, O, carries -0.745; number 42, C, carries -0.599

---

Here are the calculated maximum force numbers, same order: 0.99; 5.79; 0.71; 0.70 (eV/Å).